1.
DFT (wB97M-V/def2-TZVPD) results for a structure of composition C32H33GeN2OReSi.

Each line ends with the Mulliken charge.
CARTESIAN COORDINATES (ANGSTROEM)
Re1 0.04 -0.39 -0.06  0.88
O1 1.82 -0.15 0.17  -0.25
C1 2.81 0.77 0.38  0.78
C2 4.06 0.32 0.77  -0.68
C3 5.07 1.25 0.91  -0.73
C4 4.82 2.60 0.68  -0.87
C5 3.56 3.03 0.29  -1.05
C6 2.51 2.12 0.14  0.62
C7 1.17 2.53 -0.25  0.75
N1 0.09 1.75 -0.44  0.04
C8 -0.95 2.61 -0.77  -0.32
C9 -0.50 3.88 -0.79  -0.94
N2 0.83 3.81 -0.45  -0.05
H1 4.23 -0.74 0.92  0.56
H2 6.06 0.93 1.21  0.47
H3 5.61 3.33 0.79  0.44
H4 3.41 4.09 0.11  0.37
H5 -1.94 2.25 -0.99  0.47
H6 -0.99 4.81 -1.00  0.45
H7 1.44 4.60 -0.35  0.16
C10 -1.85 -2.81 -0.17  -0.43
Si1 -2.82 -1.59 1.00  -0.01
C11 -2.38 -1.92 2.78  -1.10
C12 -4.65 -1.72 0.66  -1.10
C13 -1.97 -0.02 0.37  -1.29
H8 -1.97 -3.87 0.02  0.70
H9 0.22 -2.82 0.55  1.04
H10 -2.31 -2.53 -1.12  0.07
H11 -2.66 -2.93 3.06  0.37
H12 -2.92 -1.24 3.45  0.36
H13 -1.32 -1.79 2.97  0.33
H14 -5.02 -2.71 0.93  0.37
H15 -4.87 -1.56 -0.40  0.37
H16 -5.21 -0.99 1.24  0.38
H17 -2.08 0.79 1.10  0.78
H18 -2.43 0.33 -0.57  0.40
C14 -0.53 -2.22 0.01  -1.03
Ge1 0.59 -2.69 -2.23  0.55
C15 2.33 -1.89 -2.41  0.59
C16 3.45 -2.65 -2.07  -0.47
C17 4.73 -2.14 -2.27  -0.81
C18 4.89 -0.88 -2.81  -0.53
C19 3.79 -0.11 -3.15  -0.79
C20 2.51 -0.61 -2.95  -0.06
C21 0.69 -4.59 -1.91  0.54
C22 1.10 -5.27 -3.07  -0.56
C23 1.25 -6.65 -3.06  -0.80
C24 1.00 -7.36 -1.90  -0.55
C25 0.61 -6.70 -0.74  -0.83
C26 0.45 -5.32 -0.75  -0.08
C27 -0.83 -2.09 -3.37  0.48
C28 -1.17 -0.74 -3.55  0.36
C29 -2.18 -0.38 -4.42  -1.00
C30 -2.87 -1.36 -5.13  -0.58
C31 -2.55 -2.69 -4.96  -0.79
C32 -1.54 -3.06 -4.08  -0.07
H19 3.33 -3.65 -1.66  0.41
H20 5.59 -2.74 -2.02  0.46
H21 5.89 -0.49 -2.97  0.45
H22 3.92 0.87 -3.59  0.48
H23 1.66 -0.02 -3.25  0.31
H24 1.31 -4.73 -3.99  0.50
H25 1.56 -7.16 -3.96  0.43
H26 1.12 -8.44 -1.89  0.42
H27 0.42 -7.26 0.16  0.43
H28 0.14 -4.84 0.17  0.33
H29 -0.63 0.04 -3.02  0.15
H30 -2.43 0.66 -4.56  0.46
H31 -3.66 -1.07 -5.81  0.43
H32 -3.09 -3.46 -5.50  0.44
H33 -1.32 -4.11 -3.94  0.38

Its charge is +2. As for the LUMO energy (spin up / spin down): -7.50 / -7.40 eV. The value obtained for the energy above the lowest of the compared OMol25 structures with the same formula, charge and spin is 122.3 kJ/mol.

2.
DFT (wB97M-V/def2-TZVPD) results for a cluster of 2 separate species, C4H10OS in total.

Each line ends with the Mulliken charge.
CARTESIAN COORDINATES (ANGSTROEM)
C1 -1.28 -3.29 1.41  -0.77
C2 -1.36 -2.16 2.11  0.08
O1 -0.93 -0.97 1.59  -0.48
H1 -1.61 -4.25 1.79  0.27
H2 -0.50 -3.34 0.68  0.24
H3 -1.94 -2.14 3.02  0.32
H4 -1.19 -0.97 0.65  0.30
C3 1.64 0.14 -1.40  -1.24
C4 0.30 0.88 -1.22  -0.01
S1 0.59 2.67 -1.08  -0.24
H5 1.43 -0.92 -1.29  0.28
H6 2.08 0.26 -2.38  0.34
H7 2.34 0.51 -0.64  0.39
H8 -0.09 0.60 -0.24  0.03
H9 -0.41 0.59 -1.98  0.37
H10 1.92 2.69 -1.05  0.10

Its charge is 0. As for the LUMO energy: 0.82 eV. Its SMILES is C=CO.CCS. The value obtained for the energy above the lowest of the compared OMol25 structures with the same formula, charge and spin is 143.0 kJ/mol.

3.
DFT (wB97M-V/def2-TZVPD) results for the ion C9H12Cl2N with charge +1.

Each line ends with the Mulliken charge.
CARTESIAN COORDINATES (ANGSTROEM)
C1 2.07 -2.60 -0.02  -0.55
C2 3.08 -1.57 -0.46  -0.16
C3 0.75 -2.41 0.19  -0.56
C4 -0.08 -0.13 0.11  -0.41
C5 3.02 -0.29 -0.25  0.26
C6 -0.23 -1.39 0.02  0.71
C7 -0.12 2.12 0.52  -0.51
C8 -2.19 0.74 1.05  -1.05
C9 -1.50 1.14 -1.33  -1.02
N1 -0.98 0.97 0.11  0.21
Cl1 3.21 1.26 -0.39  -0.04
Cl2 -1.93 -2.26 -0.07  -0.27
H1 2.46 -3.56 -0.05  0.39
H2 4.10 -1.96 -0.67  0.36
H3 0.30 -3.42 0.24  0.30
H4 -0.03 1.89 1.54  0.50
H5 0.96 2.14 0.15  -0.15
H6 -0.61 3.07 0.37  0.41
H7 -2.51 1.75 1.13  0.51
H8 -2.97 0.31 0.56  0.45
H9 -2.00 0.48 2.07  0.34
H10 -2.10 2.00 -1.27  0.48
H11 -0.76 1.49 -1.99  0.38
H12 -1.93 0.21 -1.55  0.41

Its charge is +1. As for the LUMO energy (spin up / spin down): -5.57 / -5.54 eV. The value obtained for the energy above the lowest of the compared OMol25 structures with the same formula, charge and spin is 519.2 kJ/mol.

4.
DFT (wB97M-V/def2-TZVPD) results for a cluster of 2 separate species, C9H18INO3 in total.

Each line ends with the Mulliken charge.
CARTESIAN COORDINATES (ANGSTROEM)
C1 3.16 2.67 0.77  0.72
C2 4.45 2.52 1.52  -1.22
C3 -3.30 -2.56 1.37  -1.39
C4 1.31 1.93 -1.52  -1.37
C5 -2.12 -2.28 0.45  -0.26
C6 -2.03 -0.79 0.11  -0.67
C7 -1.19 -0.48 -1.13  -0.41
C8 0.29 -0.79 -0.95  -0.74
C9 1.56 1.13 -0.30  0.93
N1 2.51 1.45 0.59  0.27
O1 2.69 3.71 0.40  -0.58
O2 0.94 0.02 0.04  -0.35
O3 3.29 -0.69 -1.48  -0.75
I1 3.68 -1.50 0.18  -0.01
H1 5.15 1.92 0.93  0.34
H2 4.29 2.02 2.47  0.36
H3 4.88 3.50 1.69  0.34
H4 -4.24 -2.30 0.88  0.35
H5 -3.34 -3.62 1.64  0.38
H6 -3.22 -1.98 2.29  0.34
H7 0.31 1.79 -1.91  0.31
H8 2.03 1.62 -2.29  0.31
H9 1.49 2.98 -1.31  0.46
H10 -2.25 -2.85 -0.48  0.30
H11 -1.20 -2.62 0.93  0.26
H12 -3.04 -0.41 -0.07  0.42
H13 -1.63 -0.25 0.97  0.23
H14 -1.32 0.57 -1.38  0.18
H15 -1.55 -1.07 -1.97  0.42
H16 0.85 -0.71 -1.88  0.40
H17 0.42 -1.81 -0.57  0.37
H18 2.95 0.58 0.99  0.04

Its charge is 0. As for the LUMO energy: -0.50 eV.

M list, top to bottom, in g mol⁻¹: 748.5, 106.2, 205.1, 315.2
E list, top to bottom, in eV: -105255.1376, -17191.3434, -36047.8258, -25355.9254